A structure of composition C21H33N6OS6Sr. Source: the Open Molecules 2025 dataset; level of theory: ωB97M-V with the def2-TZVPD basis set.

## Properties
M, Da: 665.56
Charge: -1
Energy above the lowest of the compared OMol25 structures with the same formula, charge and spin, kcal per mole: 16.8
HOMO energy, hartree: -0.13487
Frontier orbital gap, eV: 5.994
LUMO energy, eV: 2.324

Element x y z (Å)
Sr -0.7982 -0.1538 -0.3082
N 0.7664 -2.0513 -1.7501
C 2.0742 -2.5137 -1.2952
C 2.1677 -2.3635 0.2160
N 2.1626 -0.9580 0.6337
C 1.9408 -0.8157 2.0678
C 1.5718 0.6139 2.4199
N 0.1869 0.8788 1.9844
C 3.3971 -0.2752 0.2033
C 3.2271 0.8664 -0.7956
N 3.0446 2.1717 -0.1608
H 0.0650 -2.7652 -1.5927
H 0.7321 -1.8117 -2.7321
H 2.8392 -1.8992 -1.7705
H 2.2886 -3.5496 -1.5659
H 3.0716 -2.8799 0.5752
H 1.3068 -2.8656 0.6689
H 2.8206 -1.1284 2.6507
H 1.1131 -1.4778 2.3471
H 2.2351 1.3050 1.8935
H 1.7179 0.7667 3.4922
H -0.0301 1.8649 2.0673
H -0.4646 0.3574 2.5709
H 4.0708 -1.0244 -0.2301
H 3.9083 0.1302 1.0800
H 2.3761 0.6324 -1.4437
H 4.1188 0.8840 -1.4284
H 2.1120 2.5389 -0.3627
H 3.7034 2.8409 -0.5309
C -6.2480 -1.7889 1.7900
C -5.7415 -3.1551 1.3489
N -4.6438 -3.0759 0.3855
C -5.0345 -3.0678 -1.0260
C -5.2587 -4.4653 -1.5855
C -3.3650 -2.9321 0.8034
S -2.0833 -2.8899 -0.3534
N -3.2038 -2.8952 2.1304
C -2.2511 -2.2036 2.7428
O -1.5841 -1.2408 2.3022
C -1.9654 -2.6110 4.1712
C -2.8481 -3.3955 4.9066
C -2.5519 -3.7436 6.2195
C -1.3650 -3.3173 6.8051
C -0.4784 -2.5363 6.0736
C -0.7865 -2.1768 4.7679
H -7.0782 -1.8970 2.4932
H -6.6016 -1.2051 0.9357
H -5.4463 -1.2357 2.2808
H -6.5444 -3.7110 0.8639
H -5.4085 -3.7275 2.2096
H -4.2590 -2.5671 -1.5929
H -5.9448 -2.4690 -1.1065
H -4.3226 -5.0262 -1.5497
H -5.5889 -4.4077 -2.6263
H -6.0169 -5.0130 -1.0190
H -3.7631 -3.7296 4.4333
H -3.2489 -4.3498 6.7866
H -1.1325 -3.5920 7.8275
H 0.4499 -2.2016 6.5224
H -0.1135 -1.5526 4.1930
S -1.0982 4.8534 -6.3865
C -1.0630 3.8085 -5.0904
S -0.5021 4.2203 -3.5277
C -0.7333 2.6813 -2.7154
C -1.2423 1.6994 -3.4856
S -1.6134 0.0371 -3.0616
S -1.5834 2.1778 -5.1418
S -0.2696 2.6149 -1.0216

---

A structure of composition C21H34ClHoIOP3. Source: the Open Molecules 2025 dataset; level of theory: ωB97M-V with the def2-TZVPD basis set.

## Properties
M, Da: 722.71
Charge: +2
HOMO energy (spin up / spin down), hartree: -0.53033 / -0.46783
Frontier orbital gap (spin up / spin down), eV: 8.584 / 5.604
LUMO energy (spin up / spin down), eV: -5.847 / -7.126
2S+1: 5

Element x y z (Å)
C 0.1158 0.8299 -3.8905
C -0.0224 -0.3151 -2.9094
H -0.0477 1.7598 -3.3601
H -0.6356 0.7694 -4.6830
H 1.1102 0.8960 -4.3527
O -0.0528 -0.1030 -1.6958
I -0.2122 -3.3128 -1.1663
Ho 0.1440 0.7220 1.7651
P 2.7207 -0.1107 0.3706
C 4.1437 0.6947 1.2453
C 3.3640 -1.8354 0.3940
H 4.4480 -1.8676 0.1576
H 4.2940 0.2898 -1.4884
H 2.7940 -2.4345 -0.3351
H 2.7236 -0.3709 -2.0559
H 4.1093 0.4402 2.3084
H 3.1964 -2.2565 1.3811
C 3.1995 0.3307 -1.3522
H 5.1011 0.3540 0.8250
H 2.8468 1.3318 -1.5638
H 4.0774 1.7834 1.1416
P -2.7267 0.1013 0.5684
C -3.9643 1.1025 1.4902
C -3.2658 0.5374 -1.1588
H -3.0473 -2.2458 0.0230
H -4.6380 -1.4879 0.3865
H -3.5004 -1.9082 1.6891
C -3.5713 -1.5339 0.6719
H -2.7629 -0.1365 -1.8743
H -4.3633 0.4444 -1.2780
H -4.9874 0.9537 1.1189
H -3.7218 2.1647 1.4222
H -2.9627 1.5623 -1.3831
H -3.9395 0.8332 2.5498
Cl 0.0487 -1.7775 -3.6982
C 1.2371 2.9367 2.2003
P -0.4384 2.6511 2.9494
C -0.0141 0.9671 3.9591
C 1.3176 0.5444 4.2499
C 1.4966 -0.5506 5.1147
C 0.3946 -1.1842 5.6909
C -0.9130 -0.7276 5.4377
C -1.1313 0.3524 4.5752
C -1.0688 3.8215 3.9189
C -2.2311 4.4385 3.4733
C -2.6239 5.4603 4.2832
C -1.8642 5.7832 5.4176
C -0.7123 5.1119 5.7613
C -0.2547 4.0545 5.0075
H 1.6810 3.4640 3.0495
H 1.9763 2.1245 1.9003
H 1.1136 3.6346 1.3599
H 2.2087 1.0642 3.8772
H 2.4970 -0.9224 5.3492
H 0.5186 -2.0252 6.3858
H -1.7837 -1.2159 5.9089
H -2.1212 0.7480 4.3721
H -2.6975 4.0626 2.5499
H -3.5121 5.9523 3.9957
H -2.2266 6.5984 6.0242
H -0.1352 5.3861 6.6240
H 0.6324 3.4597 5.2364

---

A structure of composition C21H34CoN5O3. Source: the Open Molecules 2025 dataset; level of theory: ωB97M-V with the def2-TZVPD basis set.

## Properties
M, Da: 463.47
Charge: +3
HOMO energy (spin up / spin down), hartree: -0.62706 / -0.62752
Frontier orbital gap (spin up / spin down), eV: 7.357 / 7.363
LUMO energy (spin up / spin down), eV: -9.706 / -9.713
2S+1: 2

Element x y z (Å)
Co 0.8295 -0.0104 -0.3488
C 1.3183 -1.7554 -3.0864
O 0.6260 -1.6752 -1.8231
C 0.7269 -2.8780 -1.0469
C 1.9230 -2.7749 -0.1420
O 1.7925 -1.5013 0.5289
C 3.0514 -0.9857 1.0401
C 3.7953 -0.3258 -0.0923
O 2.8536 0.5524 -0.7290
C 3.4386 1.2948 -1.8177
H 0.8586 -2.5215 -3.7096
H 2.3751 -1.9855 -2.9415
H 1.2211 -0.7872 -3.5699
H 0.7935 -3.7531 -1.6947
H -0.1885 -2.9608 -0.4572
H 2.8514 -2.7940 -0.7149
H 1.9497 -3.5696 0.6043
H 3.6197 -1.7956 1.4962
H 2.7870 -0.2658 1.8123
H 4.1692 -1.0478 -0.8240
H 4.6428 0.2461 0.2897
H 4.4522 1.5907 -1.5530
H 2.8426 2.1896 -1.9697
H 3.4607 0.6872 -2.7236
C 0.3377 -0.3646 5.3111
C 0.5451 0.9856 5.0479
C 0.5606 1.4486 3.7459
C 0.3788 0.5402 2.7002
C 0.1854 -0.8169 2.9577
C 0.1525 -1.2637 4.2671
N 0.3672 0.9868 1.3467
N 0.0713 2.1881 1.1868
C 0.0388 2.6029 -0.1561
C -0.2200 3.9275 -0.4462
C -0.2874 4.3036 -1.7828
C -0.1078 3.3419 -2.7654
C 0.1507 2.0334 -2.3859
N 0.2269 1.6679 -1.1049
H 0.3284 -0.7175 6.3337
H 0.7004 1.6783 5.8635
H 0.7320 2.4948 3.5381
H 0.0525 -1.5136 2.1427
H -0.0079 -2.3124 4.4774
H -0.3564 4.6322 0.3621
H -0.4787 5.3343 -2.0509
H -0.1560 3.5954 -3.8152
H 0.3135 1.2571 -3.1231
N -4.8210 -0.4322 -0.4925
C -4.0287 -0.5046 -1.7717
C -2.6301 0.0575 -1.5399
N -1.9066 -0.5979 -0.4473
C -2.7025 -0.5473 0.7847
C -4.1042 -1.1268 0.6369
H -5.7461 -0.8480 -0.6292
H -4.9871 0.5468 -0.2434
H -4.5700 0.0483 -2.5375
H -3.9977 -1.5572 -2.0534
H -2.6942 1.1268 -1.3142
H -2.0686 -0.0404 -2.4684
H -1.7221 -1.5616 -0.7100
H -2.7675 0.4988 1.1014
H -2.1947 -1.0810 1.5864
H -4.6957 -0.9986 1.5419
H -4.0809 -2.1857 0.3789

---

A structure of composition C21H34CoNP2Te. Source: the Open Molecules 2025 dataset; level of theory: ωB97M-V with the def2-TZVPD basis set.

## Properties
M, Da: 548.99
Charge: +2
Energy above the lowest of the compared OMol25 structures with the same formula, charge and spin, kcal per mole: 18.0
HOMO energy (spin up / spin down), hartree: -0.52603 / -0.52610
Frontier orbital gap (spin up / spin down), eV: 6.899 / 7.073
LUMO energy (spin up / spin down), eV: -7.415 / -7.243

Element x y z (Å)
Co -0.1751 0.1456 0.0230
C 0.8068 0.7222 3.5162
P -0.2871 -0.1106 2.3342
C -1.9480 0.2220 3.0112
C -0.1353 -1.8757 2.7147
C 0.1197 -2.3410 4.0054
C 0.0526 -3.6990 4.2728
C -0.2897 -4.5961 3.2645
C -0.5388 -4.1381 1.9831
C -0.4412 -2.7742 1.7050
P -0.6391 -2.1287 0.0387
C -2.1912 -2.8662 -0.5607
C 0.6918 -3.0122 -0.8374
H 0.3429 0.6956 4.5018
H 0.9526 1.7649 3.2322
H 1.7729 0.2272 3.5610
H -1.9792 -0.1912 4.0191
H -2.7138 -0.2696 2.4104
H -2.1580 1.2901 3.0645
H 0.3639 -1.6534 4.8063
H 0.2550 -4.0598 5.2727
H -0.3552 -5.6545 3.4806
H -0.8041 -4.8453 1.2060
H -2.9199 -2.8767 0.2494
H -1.9988 -3.8874 -0.8875
H -2.6165 -2.3116 -1.3905
H 0.5607 -4.0871 -0.7123
H 1.6468 -2.7117 -0.4076
H 0.6959 -2.7844 -1.9015
C -0.5021 1.7458 -2.4312
N -0.2531 0.3387 -2.0628
C -1.2899 -0.4808 -2.7160
C 1.0819 -0.0475 -2.5966
C 2.1164 0.0669 -1.5396
C 3.4786 0.0374 -1.8383
C 4.4169 0.0822 -0.8229
C 4.0029 0.1704 0.4996
C 2.6458 0.2206 0.8040
C 1.7225 0.1628 -0.2240
H -0.4739 1.8526 -3.5192
H 0.2625 2.3827 -1.9947
H -1.4849 2.0449 -2.0794
H -1.2701 -0.3262 -3.7976
H -2.2744 -0.1942 -2.3439
H -1.1207 -1.5325 -2.5200
H 1.3334 0.5753 -3.4590
H 1.0323 -1.0725 -2.9662
H 3.7969 -0.0197 -2.8738
H 5.4723 0.0630 -1.0613
H 4.7315 0.2113 1.2996
H 2.3476 0.3263 1.8288
C -3.2013 2.4979 0.5334
Te -1.0939 2.6635 0.7658
C -0.8971 4.3058 -0.5545
H -3.4477 2.5877 -0.5213
H -3.6496 3.3112 1.0962
H -3.5465 1.5434 0.9213
H -1.3221 5.1629 -0.0398
H -1.4307 4.1180 -1.4798
H 0.1593 4.4786 -0.7426

---

Q: Among the records above, which one has the highest charge?
A: C21H34CoN5O3

---

Please write out number 1 again, unchanged.
A structure of composition C21H33N6OS6Sr. Source: the Open Molecules 2025 dataset; level of theory: ωB97M-V with the def2-TZVPD basis set.

## Properties
M, Da: 665.56
Charge: -1
Energy above the lowest of the compared OMol25 structures with the same formula, charge and spin, kcal per mole: 16.8
HOMO energy, hartree: -0.13487
Frontier orbital gap, eV: 5.994
LUMO energy, eV: 2.324

Element x y z (Å)
Sr -0.7982 -0.1538 -0.3082
N 0.7664 -2.0513 -1.7501
C 2.0742 -2.5137 -1.2952
C 2.1677 -2.3635 0.2160
N 2.1626 -0.9580 0.6337
C 1.9408 -0.8157 2.0678
C 1.5718 0.6139 2.4199
N 0.1869 0.8788 1.9844
C 3.3971 -0.2752 0.2033
C 3.2271 0.8664 -0.7956
N 3.0446 2.1717 -0.1608
H 0.0650 -2.7652 -1.5927
H 0.7321 -1.8117 -2.7321
H 2.8392 -1.8992 -1.7705
H 2.2886 -3.5496 -1.5659
H 3.0716 -2.8799 0.5752
H 1.3068 -2.8656 0.6689
H 2.8206 -1.1284 2.6507
H 1.1131 -1.4778 2.3471
H 2.2351 1.3050 1.8935
H 1.7179 0.7667 3.4922
H -0.0301 1.8649 2.0673
H -0.4646 0.3574 2.5709
H 4.0708 -1.0244 -0.2301
H 3.9083 0.1302 1.0800
H 2.3761 0.6324 -1.4437
H 4.1188 0.8840 -1.4284
H 2.1120 2.5389 -0.3627
H 3.7034 2.8409 -0.5309
C -6.2480 -1.7889 1.7900
C -5.7415 -3.1551 1.3489
N -4.6438 -3.0759 0.3855
C -5.0345 -3.0678 -1.0260
C -5.2587 -4.4653 -1.5855
C -3.3650 -2.9321 0.8034
S -2.0833 -2.8899 -0.3534
N -3.2038 -2.8952 2.1304
C -2.2511 -2.2036 2.7428
O -1.5841 -1.2408 2.3022
C -1.9654 -2.6110 4.1712
C -2.8481 -3.3955 4.9066
C -2.5519 -3.7436 6.2195
C -1.3650 -3.3173 6.8051
C -0.4784 -2.5363 6.0736
C -0.7865 -2.1768 4.7679
H -7.0782 -1.8970 2.4932
H -6.6016 -1.2051 0.9357
H -5.4463 -1.2357 2.2808
H -6.5444 -3.7110 0.8639
H -5.4085 -3.7275 2.2096
H -4.2590 -2.5671 -1.5929
H -5.9448 -2.4690 -1.1065
H -4.3226 -5.0262 -1.5497
H -5.5889 -4.4077 -2.6263
H -6.0169 -5.0130 -1.0190
H -3.7631 -3.7296 4.4333
H -3.2489 -4.3498 6.7866
H -1.1325 -3.5920 7.8275
H 0.4499 -2.2016 6.5224
H -0.1135 -1.5526 4.1930
S -1.0982 4.8534 -6.3865
C -1.0630 3.8085 -5.0904
S -0.5021 4.2203 -3.5277
C -0.7333 2.6813 -2.7154
C -1.2423 1.6994 -3.4856
S -1.6134 0.0371 -3.0616
S -1.5834 2.1778 -5.1418
S -0.2696 2.6149 -1.0216

---

Q: Among the records above, which one has the highest M?
A: C21H34ClHoIOP3

---

Q: M of number 1 (C21H33N6OS6Sr)?
A: 665.56 Da